(1)
104
Properties=species:S:1:pos:R:3 method="wB97M-V/def2-TZVPD" multiplicity=2 e_tot_ha=-3673.44824 lumo_energy_ev="0.114 / 0.117" orbital_gap_ev="9.40 / 9.74"
O -10.772 -18.645 5.964
V -9.966 -18.594 7.390
F -8.125 -18.208 6.387
F -11.674 -18.981 8.627
O -13.224 -16.534 5.607
C -13.091 -15.941 4.498
O -13.010 -14.620 4.360
C -13.072 -13.742 5.489
C -13.395 -12.306 5.069
C -12.890 -16.685 3.222
H -12.126 -13.856 6.018
H -13.877 -14.146 6.104
H -14.352 -12.243 4.551
H -12.625 -11.902 4.412
H -13.435 -11.745 6.003
H -12.990 -17.757 3.394
H -11.941 -16.439 2.745
H -13.773 -16.365 2.669
O -12.081 -24.284 7.463
C -11.727 -24.432 8.645
O -11.793 -23.539 9.665
C -12.511 -22.333 9.490
C -13.083 -21.909 10.827
C -11.382 -25.746 9.235
H -13.390 -22.552 8.883
H -11.957 -21.495 9.067
H -12.361 -21.866 11.642
H -14.028 -22.401 11.058
H -13.480 -20.895 10.770
H -12.279 -26.101 9.743
H -10.480 -25.667 9.842
H -11.201 -26.428 8.404
O -14.370 -15.586 12.994
C -14.598 -16.647 12.456
O -13.909 -16.961 11.352
C -14.160 -18.272 10.998
C -14.890 -18.951 12.140
C -15.420 -17.809 13.026
H -13.235 -18.809 10.784
H -14.860 -18.326 10.164
H -14.163 -19.581 12.653
H -15.605 -19.690 11.781
H -15.354 -17.912 14.109
H -16.444 -17.673 12.677
O -10.384 -16.408 7.859
C -10.864 -15.385 8.356
O -10.519 -14.177 7.923
C -11.170 -13.124 8.641
C -11.907 -13.837 9.795
C -11.876 -15.311 9.469
H -11.834 -12.516 8.027
H -10.432 -12.448 9.073
H -12.805 -13.245 9.974
H -11.436 -13.706 10.769
H -12.773 -15.772 9.056
H -11.598 -15.946 10.309
O -9.494 -20.703 7.360
C -9.040 -21.821 7.479
O -8.716 -22.531 6.382
C -7.985 -23.692 6.786
C -7.592 -23.507 8.277
C -8.611 -22.510 8.774
H -7.096 -23.775 6.162
H -8.599 -24.588 6.683
H -6.581 -23.113 8.384
H -7.639 -24.429 8.856
H -8.174 -21.773 9.448
H -9.386 -22.958 9.396
O -8.891 -18.601 9.337
C -8.961 -18.910 10.537
O -8.237 -19.856 11.162
C -8.493 -19.927 12.607
C -9.869 -19.272 12.644
C -9.875 -18.260 11.532
H -7.764 -19.397 13.218
H -8.663 -20.943 12.965
H -10.059 -18.719 13.564
H -10.712 -19.963 12.643
H -9.536 -17.286 11.887
H -10.849 -18.159 11.054
O -14.871 -23.497 4.680
C -13.704 -23.123 4.624
O -13.227 -22.274 5.545
C -11.882 -21.933 5.280
C -11.364 -22.966 4.283
C -12.606 -23.443 3.599
H -11.294 -21.993 6.196
H -11.849 -20.922 4.873
H -10.923 -23.755 4.892
H -10.647 -22.700 3.506
H -12.610 -24.524 3.461
H -12.878 -22.833 2.737
O -18.151 -20.278 8.424
C -17.127 -19.948 7.816
O -15.925 -19.890 8.448
C -14.786 -19.613 7.625
C -15.366 -19.739 6.208
C -16.885 -19.628 6.344
H -13.930 -20.286 7.679
H -14.516 -18.559 7.691
H -15.215 -20.695 5.707
H -14.981 -18.999 5.506
H -17.491 -20.247 5.682
H -17.114 -18.577 6.168

=====

(2)
92
Properties=species:S:1:pos:R:3 method="wB97M-V/def2-TZVPD" e_tot_ha=-6313.29084 lumo_energy_ev=-0.054 orbital_gap_ev=4.93 de_lowest_kcal_mol=13.0
Rb 0.179 0.619 -1.323
N 2.819 0.116 -2.612
C 2.587 1.189 -3.584
C 1.509 0.778 -4.593
N 0.134 0.951 -4.119
C -0.412 2.245 -4.525
C 0.256 3.468 -3.906
N 0.294 3.385 -2.446
C -0.733 -0.133 -4.594
C -2.059 -0.283 -3.842
N -1.871 -1.001 -2.579
H 3.504 0.424 -1.928
H 3.229 -0.681 -3.085
H 3.495 1.440 -4.148
H 2.276 2.071 -3.029
H 1.673 -0.279 -4.816
H 1.666 1.333 -5.530
H -1.467 2.273 -4.248
H -0.353 2.354 -5.622
H -0.299 4.341 -4.272
H 1.279 3.569 -4.279
H -0.658 3.353 -2.074
H 0.717 4.228 -2.075
H -0.192 -1.073 -4.464
H -0.948 -0.016 -5.669
H -2.761 -0.794 -4.513
H -2.490 0.692 -3.612
H -1.715 -1.985 -2.765
H -2.712 -0.931 -2.017
C 0.299 0.973 5.066
C -0.445 -0.169 4.422
C -0.820 -1.231 5.246
C -1.541 -2.314 4.780
C -1.914 -2.361 3.445
C -1.535 -1.329 2.608
C -0.799 -0.224 3.060
P -0.539 0.982 1.689
C 1.117 1.723 2.049
C 2.122 0.771 2.262
C 3.452 1.126 2.398
C 3.807 2.464 2.309
C 2.827 3.416 2.077
C 1.483 3.072 1.924
C 0.482 4.157 1.619
C -1.860 2.171 1.954
C -2.191 2.616 3.239
C -3.146 3.581 3.459
C -3.814 4.121 2.343
C -3.542 3.687 1.079
C -2.571 2.664 0.796
C -2.351 2.242 -0.508
H -0.038 1.109 6.095
H 0.159 1.905 4.530
H 1.372 0.769 5.092
H -0.547 -1.192 6.296
H -1.827 -3.110 5.456
H -2.487 -3.197 3.064
H -1.815 -1.360 1.560
H 1.837 -0.274 2.347
H 4.205 0.369 2.580
H 4.843 2.764 2.409
H 3.111 4.460 2.012
H 0.993 5.100 1.423
H -0.209 4.306 2.449
H -0.126 3.896 0.749
H -1.670 2.196 4.091
H -3.376 3.924 4.460
H -4.574 4.881 2.494
H -4.088 4.095 0.235
H -2.980 2.620 -1.309
H -1.801 1.338 -0.705
C 0.381 -4.654 1.516
Ge 0.195 -5.312 -0.330
C 0.675 -7.224 -0.408
C -1.658 -5.039 -0.938
C 1.405 -4.446 -1.653
Se 1.383 -2.497 -1.797
C 2.401 -2.123 -0.191
H -0.276 -5.246 2.154
H 0.086 -3.608 1.610
H 1.401 -4.771 1.884
H 0.023 -7.806 0.244
H 1.705 -7.378 -0.083
H 0.577 -7.609 -1.423
H -2.346 -5.584 -0.291
H -1.788 -5.400 -1.959
H -1.920 -3.981 -0.903
H 1.124 -4.818 -2.639
H 2.442 -4.736 -1.481
H 1.983 -2.713 0.621
H 2.308 -1.063 0.036
H 3.448 -2.381 -0.342

=====

(3)
104
Properties=species:S:1:pos:R:3 method="wB97M-V/def2-TZVPD" e_tot_ha=-2813.56318 total_charge=+1 lumo_energy_ev=-4.499 orbital_gap_ev=6.12
C 0.695 1.790 2.780
O 1.267 3.048 3.193
C 1.010 4.108 2.373
O 1.336 5.199 2.753
C 0.290 3.891 1.044
C -1.092 3.724 1.084
C -1.776 3.532 -0.089
C -3.245 3.348 -0.013
C -3.851 2.105 -0.166
C -5.217 1.905 -0.103
N -6.047 2.917 0.154
C -5.471 4.092 0.334
C -4.124 4.407 0.255
N -1.112 3.521 -1.269
I -2.299 3.211 -2.945
C 0.214 3.689 -1.342
C 0.953 3.688 -2.670
O 1.789 2.558 -2.816
O 1.171 1.508 -2.077
C 0.963 3.865 -0.176
N 2.371 3.999 -0.341
C 3.145 3.077 0.464
C 4.182 3.660 1.423
O 2.969 1.886 0.403
C 2.853 5.383 -0.317
C 3.910 5.716 -1.375
O 2.452 6.237 0.418
H 1.138 1.441 1.839
H -0.399 1.788 2.749
H 0.984 1.065 3.548
H -1.640 3.720 2.021
H -3.218 1.237 -0.370
H -5.642 0.912 -0.230
H -6.143 4.919 0.576
H -3.751 5.419 0.394
H 0.313 3.847 -3.544
H 1.643 4.543 -2.633
H 1.853 0.820 -2.084
H 4.583 2.881 2.065
H 5.001 4.109 0.844
H 3.708 4.429 2.048
H 4.674 6.390 -0.991
H 3.424 6.080 -2.289
H 4.394 4.768 -1.661
C 6.705 1.056 2.435
O 6.673 1.946 1.598
N 7.295 -0.135 2.270
C 7.298 -1.154 3.309
C 7.955 -0.418 1.007
H 6.234 1.171 3.426
H 8.328 -1.391 3.580
H 6.812 -2.053 2.939
H 6.770 -0.800 4.193
H 8.744 0.315 0.834
H 7.233 -0.345 0.193
H 8.382 -1.418 1.027
C -4.820 -1.221 -2.963
O -4.275 -0.827 -1.940
N -4.286 -1.142 -4.194
C -4.986 -1.619 -5.375
C -2.966 -0.559 -4.331
H -5.822 -1.677 -2.953
H -4.390 -2.397 -5.854
H -5.122 -0.787 -6.070
H -5.961 -2.028 -5.116
H -2.250 -1.133 -3.741
H -2.995 0.456 -3.938
H -2.657 -0.551 -5.373
C -7.802 -4.810 -6.067
O -7.577 -3.793 -5.434
N -7.081 -5.249 -7.118
C -7.414 -6.474 -7.822
C -5.936 -4.471 -7.558
H -8.646 -5.472 -5.818
H -6.573 -7.168 -7.766
H -7.622 -6.248 -8.870
H -8.290 -6.942 -7.380
H -5.224 -4.386 -6.736
H -6.269 -3.469 -7.836
H -5.459 -4.949 -8.409
C -4.759 0.061 3.636
O -5.035 0.510 4.729
N -5.105 -1.162 3.186
C -4.732 -1.623 1.864
C -5.874 -2.037 4.056
H -4.178 0.643 2.896
H -5.634 -1.852 1.292
H -4.120 -2.523 1.949
H -4.163 -0.856 1.341
H -6.817 -1.556 4.318
H -5.316 -2.222 4.974
H -6.073 -2.980 3.553
C 7.258 -4.489 4.897
O 7.511 -4.047 3.790
N 8.178 -4.854 5.808
C 7.810 -5.375 7.111
C 9.586 -4.722 5.471
H 6.222 -4.627 5.248
H 8.218 -4.729 7.891
H 8.215 -6.381 7.230
H 6.727 -5.414 7.214
H 9.812 -3.680 5.244
H 9.808 -5.322 4.587
H 10.201 -5.056 6.303